Version a
Formula: C21H26N2O6S
Source: the OMol25 dataset
Level of theory: ωB97M-V with the def2-TZVPD basis set

Structure (XYZ):
```
56
Properties=species:S:1:pos:R:3:lowdin_charge:R:1
C -5.77002 -1.35387 -0.17330 -0.061
C -5.77719 -0.00026 -0.86996 -0.211
O -4.46573 0.55784 -0.94552 -0.020
C -4.02579 1.21862 0.13722 -0.464
O -4.67833 1.36256 1.14224 0.113
C -2.64961 1.73496 -0.04359 -0.136
C -1.99865 2.29645 1.05283 0.003
C -0.70078 2.75198 0.94875 0.014
C -0.02971 2.64056 -0.26703 -0.204
N 1.30828 3.00125 -0.42647 0.149
C 2.20454 3.39358 0.51824 -0.463
O 1.94172 3.78176 1.63091 0.092
C 3.65288 3.27946 0.01391 -0.085
O 3.82321 2.23748 -0.92407 -0.048
C 3.42788 0.97773 -0.56450 -0.262
C 3.35306 0.04711 -1.60311 0.015
C 2.86683 -1.22193 -1.36101 -0.046
C 2.46004 -1.56352 -0.08517 -0.292
S 1.71087 -3.15220 0.24643 0.656
O 2.49002 -3.84337 1.23165 -0.285
O 1.45570 -3.81163 -1.00588 -0.295
N 0.31950 -2.68420 1.03272 -0.082
C -0.93305 -2.41832 0.32919 -0.625
C -0.62728 -1.52983 -0.87452 -0.034
C -1.58181 -3.72636 -0.13281 -0.030
C -1.85260 -1.67182 1.30070 -0.020
C 2.58171 -0.67054 0.95897 -0.038
C 3.06620 0.60481 0.72824 0.011
C -0.68784 2.10362 -1.37450 -0.016
C -1.98702 1.65785 -1.26630 -0.022
H -5.45839 -1.23694 0.86189 0.074
H -6.77004 -1.77711 -0.19239 0.078
H -5.08758 -2.03495 -0.67692 0.070
H -6.10579 -0.09326 -1.90726 0.124
H -6.42859 0.69620 -0.33208 0.123
H -2.52988 2.36076 1.99005 0.125
H -0.19795 3.18123 1.79910 0.104
H 1.69508 2.78317 -1.33751 0.148
H 3.92833 4.19581 -0.51677 0.144
H 4.31688 3.16920 0.87869 0.140
H 3.66591 0.34918 -2.59016 0.123
H 2.77587 -1.95035 -2.15074 0.119
H 0.19904 -3.24156 1.86454 0.117
H 0.00015 -2.06556 -1.58012 0.073
H -1.55480 -1.24798 -1.36585 0.088
H -0.11518 -0.62538 -0.55415 0.079
H -2.49675 -3.52236 -0.68300 0.081
H -1.82290 -4.35498 0.72230 0.086
H -0.89110 -4.26334 -0.77772 0.072
H -2.78022 -1.40411 0.80349 0.070
H -1.37029 -0.76158 1.64786 0.085
H -2.08673 -2.29249 2.16235 0.087
H 2.27930 -0.97654 1.94685 0.122
H 3.14179 1.29490 1.55282 0.118
H -0.16720 2.02652 -2.31863 0.118
H -2.49259 1.24211 -2.12298 0.121
```

The lowest unoccupied orbital energy is 0.24 eV. For the highest occupied orbital energy, the calculation gives -9.04 eV. Its structure (SMILES) is CCOC(=O)c1ccc(NC(=O)COc2ccc(S(=O)(=O)NC(C)(C)C)cc2)cc1. For the HOMO-LUMO gap, the calculation gives 0.3410 Eh. As for the net charge: 0.

Version b
Formula: C21H26N2O6S
Source: the OMol25 dataset
Level of theory: ωB97M-V with the def2-TZVPD basis set

Structure (XYZ):
```
56
Properties=species:S:1:pos:R:3:lowdin_charge:R:1
C 4.81857 1.98819 1.68780 -0.086
H 5.88980 1.98296 1.49146 0.095
O 4.20119 2.13267 0.43076 -0.088
C 2.84359 2.13674 0.37030 -0.280
C 2.29294 2.25386 -0.90858 0.003
C 0.93022 2.23078 -1.08880 -0.019
C 0.07702 2.09022 0.00904 -0.166
C 0.62754 2.01247 1.28640 -0.028
C 1.99570 2.03544 1.46985 -0.007
H 2.39005 1.96363 2.47082 0.107
H -0.03803 1.92925 2.13142 0.119
C -1.34735 1.94111 -0.17215 -0.294
N -2.21436 1.63066 0.75115 0.200
C -3.41574 1.51282 0.10448 -0.313
C -3.21620 1.76173 -1.22856 -0.252
O -1.90160 2.03678 -1.40011 0.130
C -4.12090 1.69473 -2.39800 0.013
H -3.71400 2.28110 -3.21766 0.088
H -5.10831 2.06570 -2.13415 0.087
H -4.21396 0.65574 -2.71623 0.087
C -4.64146 1.09880 0.79816 -0.222
H -5.52632 1.57614 0.38044 0.092
H -4.58278 1.28648 1.86784 0.102
S -4.96346 -0.74765 0.62649 0.968
O -5.82769 -1.05491 1.76801 -0.546
C -3.25268 -1.26236 1.15771 -0.208
C -2.45760 -1.28713 -0.12305 -0.517
O -3.04524 -1.22667 -1.19381 0.003
N -1.11514 -1.36888 -0.04324 -0.025
C -0.34020 -1.40159 1.17572 -0.114
H -0.99354 -1.56980 2.02946 0.122
C 0.71153 -2.50974 1.12133 -0.039
H 0.24542 -3.49226 1.05243 0.134
H 1.32840 -2.47426 2.01854 0.133
C 1.60472 -2.31940 -0.10424 -0.518
C 0.71723 -2.33292 -1.36183 -0.041
C -0.32355 -1.22592 -1.25005 -0.103
H -1.01117 -1.24689 -2.09728 0.131
H 0.19470 -0.26065 -1.22065 0.116
H 0.24342 -3.31207 -1.43466 0.136
H 1.32461 -2.17322 -2.25307 0.129
O 2.58661 -3.33525 -0.15211 -0.036
C 3.74866 -2.78788 -0.74051 -0.137
H 4.60790 -3.10928 -0.14751 0.123
C 3.52670 -1.26058 -0.69221 -0.140
H 3.43873 -0.83522 -1.69945 0.124
O 2.32054 -1.10721 0.01981 -0.047
H 4.30884 -0.72912 -0.14892 0.120
H 3.86435 -3.14802 -1.76914 0.122
H 0.17331 -0.44068 1.29591 0.112
H -2.87176 -0.55446 1.88962 0.088
H -3.35470 -2.25386 1.59747 0.108
H 0.51010 2.30723 -2.08039 0.122
H 2.96467 2.35064 -1.74702 0.122
H 4.53182 1.04764 2.16887 0.095
H 4.57888 2.82438 2.35209 0.097
```

The lowest unoccupied orbital energy is 0.53 eV. For the highest occupied orbital energy, the calculation gives -7.74 eV. For the HOMO-LUMO gap, the calculation gives 0.3036 Eh. As for the net charge: 0.

Relative energies, in kcal/mol, with the most stable structure set to zero: version a 0.0; version b 32.7.

Version a
Formula: C4H3BrO
Source: the OMol25 dataset
Level of theory: ωB97M-V with the def2-TZVPD basis set

Structure (XYZ):
```
9
Properties=species:S:1:pos:R:3:lowdin_charge:R:1
C 0.87780 0.55443 0.13856 -0.060
C 2.01784 -0.14483 -0.02998 -0.599
C 1.24238 -1.39720 -0.15994 -0.419
C -0.02420 -0.59017 -0.11638 -0.113
O 1.52519 -2.53339 0.14768 0.105
Br 3.90036 0.25691 -0.00630 0.700
H 0.51190 1.51358 0.59748 0.141
H -0.92862 -0.83089 0.59380 0.162
H -0.54243 -0.39981 -0.99946 0.083
```

The lowest unoccupied orbital energy is 0.22 eV. For the highest occupied orbital energy, the calculation gives -9.91 eV. For the HOMO-LUMO gap, the calculation gives 0.3722 Eh. As for the net charge: 0.

Version b
Formula: C4H3BrO
Source: the OMol25 dataset
Level of theory: ωB97M-V with the def2-TZVPD basis set

Structure (XYZ):
```
9
Properties=species:S:1:pos:R:3:lowdin_charge:R:1
C 0.42366 0.58328 0.33880 -0.281
C -0.82883 -0.05120 0.00942 -0.604
C -1.36520 -1.26567 0.00006 -0.292
C 1.57922 0.20953 -0.19494 -0.023
O -1.93107 -2.25757 0.02155 0.204
Br -2.41861 1.13160 0.03654 0.704
H 0.48702 1.55699 0.87979 0.109
H 1.55016 -0.76137 -0.89142 0.110
H 2.50365 0.85440 -0.19982 0.072
```

The lowest unoccupied orbital energy is -0.39 eV. For the highest occupied orbital energy, the calculation gives -8.62 eV. For the HOMO-LUMO gap, the calculation gives 0.3026 Eh. As for the net charge: 0.

Relative energies, in kcal/mol, with the most stable structure set to zero: version a 0.0; version b 3.4.

Version a
Formula: C4H5ClS2
Source: the OMol25 dataset
Level of theory: ωB97M-V with the def2-TZVPD basis set

Structure (XYZ):
```
12
Properties=species:S:1:pos:R:3:lowdin_charge:R:1
C 0.66721 -1.78810 1.50571 -0.204
C -0.13839 -0.80997 0.61251 -1.131
S -1.75309 -0.86659 0.58504 0.697
S 0.94687 0.37542 -0.15874 0.867
C -0.28669 1.56980 -0.64631 -0.540
C -0.34710 1.62827 -2.02023 -0.647
Cl -1.31297 2.88759 -2.75000 0.569
H 0.06572 -2.70476 1.57762 0.066
H 0.94175 -1.37927 2.48381 0.081
H 1.66705 -2.04255 1.24965 0.046
H -0.89573 1.95121 0.27103 0.108
H 0.44538 1.17895 -2.71008 0.087
```

The lowest unoccupied orbital energy is -0.26 eV. For the highest occupied orbital energy, the calculation gives -8.85 eV. Its structure (SMILES) is CC(=S)S/C=C/Cl. For the HOMO-LUMO gap, the calculation gives 0.3157 Eh. As for the net charge: 0.

Version b
Formula: C4H5ClS2
Source: the OMol25 dataset
Level of theory: ωB97M-V with the def2-TZVPD basis set

Structure (XYZ):
```
12
Properties=species:S:1:pos:R:3:lowdin_charge:R:1
C -2.19446 -1.02128 0.04846 -0.445
C -0.11638 0.75420 -0.01679 -1.137
C 1.31076 0.92833 -0.25871 -0.367
C 2.29442 0.17771 0.42572 -0.580
H -2.23194 -2.22368 -0.10542 0.080
H -2.63909 -0.28732 -0.61017 -0.013
H -2.31356 -0.78134 1.18794 0.077
H 1.68332 1.66351 -1.70395 0.273
H 1.93168 -0.49092 1.52015 0.180
S -0.44765 -0.93592 -0.32807 0.835
S -1.30191 1.98200 -0.02786 0.604
Cl 4.02479 0.23472 -0.13129 0.491
```

The lowest unoccupied orbital energy is -1.23 eV. For the highest occupied orbital energy, the calculation gives -8.91 eV. For the HOMO-LUMO gap, the calculation gives 0.2823 Eh. As for the net charge: 0.

Relative energies, in kcal/mol, with the most stable structure set to zero: version a 0.0; version b 80.4.

Version a
Formula: C3H6ClNS
Source: the OMol25 dataset
Level of theory: ωB97M-V with the def2-TZVPD basis set

Structure (XYZ):
```
12
Properties=species:S:1:pos:R:3:lowdin_charge:R:1
C -2.23987 -0.16622 0.33560 -0.588
C 1.73393 0.49468 -0.27860 -0.095
C -0.34007 -0.51002 0.33843 -0.743
N 0.27946 0.40402 -0.39224 -0.150
S -2.99822 1.21293 -0.04165 0.647
Cl -0.06233 -2.24069 -0.10055 0.522
H -2.59947 -1.05858 0.76755 -0.013
H 1.99977 0.77889 0.68244 0.062
H 2.35602 -0.27336 -0.57440 0.049
H 2.07137 1.34080 -0.87950 0.091
H -0.23744 -0.46379 1.48174 0.115
H 0.03683 0.48135 -1.33882 0.103
```

The lowest unoccupied orbital energy is -0.43 eV. For the highest occupied orbital energy, the calculation gives -8.65 eV. For the HOMO-LUMO gap, the calculation gives 0.3023 Eh. As for the net charge: 0.

Version b
Formula: C3H6ClNS
Source: the OMol25 dataset
Level of theory: ωB97M-V with the def2-TZVPD basis set

Structure (XYZ):
```
12
Properties=species:S:1:pos:R:3:lowdin_charge:R:1
C 0.88540 -1.64293 0.38292 -0.108
N 0.01239 -0.50141 0.30607 -0.138
C 0.26288 0.66533 -0.19813 -0.889
S 1.80761 1.01406 -0.73784 0.615
C -0.91769 1.66834 -0.28531 -0.530
Cl -2.44502 0.82232 -0.64217 0.580
H 0.29181 -2.29914 1.05479 0.096
H 1.04159 -2.05878 -0.67079 0.116
H 1.83772 -1.45726 0.83009 0.056
H -0.97812 -0.71754 0.49332 0.099
H -0.99624 2.19703 0.59883 0.051
H -0.80233 2.30998 -1.13178 0.052
```

The lowest unoccupied orbital energy is 0.66 eV. For the highest occupied orbital energy, the calculation gives -8.41 eV. Its structure (SMILES) is CNC(=S)CCl. For the HOMO-LUMO gap, the calculation gives 0.3332 Eh. As for the net charge: 0.

Relative energies, in kcal/mol, with the most stable structure set to zero: version a 53.7; version b 0.0.